Computed, not measured: one molecule with the formula C3H4O2, with ωB97M-V/def2-TZVPD.

The geometry in XYZ format:
```
9
Properties=species:S:1:pos:R:3:forces:R:3:lowdin_charge:R:1
O -1.284297 0.750193 -1.876819 0.1073 0.0262 0.5164 0.07
C -0.862798 0.730150 -0.746619 -0.0601 0.0030 -0.2945 -0.21
C -0.267557 -0.492772 -0.132981 -0.0021 -0.0067 -0.2633 -0.25
C 0.934557 -0.279745 0.692411 0.3174 0.0402 0.0161 -0.11
O -0.295722 -0.646720 1.277048 -0.1437 0.0543 0.1191 -0.02
H -0.800213 1.644265 -0.119670 -0.1705 -0.0779 -0.0075 0.14
H -0.408541 -1.414433 -0.696615 0.1795 0.1756 0.0128 0.15
H 1.730156 -1.018373 0.637454 -0.1871 -0.0847 0.2083 0.12
H 1.254414 0.727435 0.965793 -0.0407 -0.1299 -0.3074 0.12
```
Forces are in eV/Å.

Computed properties:
E_tot (eV): -7268.8901
SMILES: O=C[C@H]1CO1
Energy relative to the best compared isomer or geometry (same formula, charge and spin) (kcal/mol): 41.4
Maximum force (hartree/bohr): 0.0103
Frontier orbital gap (eV): 11.007

Computed, not measured: one molecule with the formula C3H4O2, with ωB97M-V/def2-TZVPD.

The geometry in XYZ format:
```
9
Properties=species:S:1:pos:R:3:forces:R:3:lowdin_charge:R:1
O 2.055863 -0.470376 -1.103242 -0.1569 0.0247 0.0596 0.13
C 1.052781 -0.213638 -0.476912 0.0044 0.1729 0.0032 -0.68
C 0.906970 1.189180 -0.189667 0.0697 -0.0949 -0.0952 0.28
C -0.937794 -0.413748 0.570967 -0.2311 0.0238 0.0796 -0.06
O 0.185981 -1.101330 0.021516 0.1632 0.0246 -0.1114 0.00
H 0.380714 1.707038 -1.006924 0.1188 -0.1032 0.0038 0.05
H -0.628079 0.591288 0.915350 -0.1074 -0.0281 0.0325 0.07
H -1.732125 -0.324413 -0.175281 0.1136 -0.0385 0.1370 0.11
H -1.284310 -0.963997 1.444194 0.0256 0.0187 -0.1091 0.10
```
Forces are in eV/Å.

Computed properties:
E_tot (eV): -7266.5313
Energy relative to the best compared isomer or geometry (same formula, charge and spin) (kcal/mol): 95.8
Maximum force (hartree/bohr): 0.0048
Frontier orbital gap (eV): 8.739

Computed, not measured: one molecule with the formula C3H4O2 at a distorted geometry, with ωB97M-V/def2-TZVPD.

The geometry in XYZ format:
```
9
Properties=species:S:1:pos:R:3:forces:R:3:lowdin_charge:R:1
C -1.843610 0.127109 0.088882 0.6307 4.0252 -0.7568 -0.10
C -0.365937 0.379864 0.032753 -0.4984 -0.8941 -0.6254 -0.11
C 0.822133 0.501895 -0.079381 4.8266 0.1192 -0.2959 0.06
O 2.426931 0.542651 -0.202803 -5.7204 -0.1622 -0.3417 -0.11
O 2.866326 -0.714791 0.202420 0.9191 0.0142 2.2403 -0.06
H -2.167462 -0.873808 0.029050 -0.0982 -1.0800 -0.3777 0.05
H -2.113958 0.551617 1.042505 -0.5167 -0.1948 0.5465 0.06
H -2.377864 0.870587 -0.652851 0.9947 -1.8692 1.0727 0.12
H 2.753442 -1.385123 -0.460578 -0.5375 0.0416 -1.4620 0.09
```
Forces are in eV/Å.

Computed properties:
E_tot (eV): -7263.9996
SMILES: CC#COO
Energy relative to the best compared isomer or geometry (same formula, charge and spin) (kcal/mol): 154.2
Maximum force (hartree/bohr): 0.1115
Frontier orbital gap (eV): 10.634

Computed, not measured: a 2-piece molecular cluster, C3H4O2 overall at a distorted geometry, with ωB97M-V/def2-TZVPD.

The geometry in XYZ format:
```
9
Properties=species:S:1:pos:R:3:forces:R:3:lowdin_charge:R:1
C -1.855938 0.524293 -0.352600 1.1534 -3.6640 1.3650 -0.11
C -1.072190 -0.448444 0.058884 -1.8090 1.8392 -1.0083 0.11
C 2.065031 -0.988505 -0.464918 0.8150 -1.8852 -0.6406 -0.27
O 2.616669 0.237356 -0.084746 -0.0159 -0.4488 -0.4005 0.01
O 1.211679 -0.155655 0.185398 -0.0814 0.3391 0.5773 -0.12
H -2.198792 1.470608 -0.567367 0.1218 2.0469 -0.4953 0.02
H -2.737358 -0.165220 -0.273912 0.1919 -0.3847 0.0614 0.07
H 1.856705 -1.184117 -1.553799 0.2596 0.5426 1.0013 0.13
H 2.450929 -1.934936 0.064553 -0.6355 1.6149 -0.4603 0.14
```
Forces are in eV/Å.

Computed properties:
E_tot (eV): -7262.3748
Energy relative to the best compared isomer or geometry (same formula, charge and spin) (kcal/mol): 191.7
Maximum force (hartree/bohr): 0.0793
Frontier orbital gap (eV): 10.850

Computed, not measured: one molecule with the formula C3H4O2, with ωB97M-V/def2-TZVPD.

The geometry in XYZ format:
```
9
Properties=species:S:1:pos:R:3:forces:R:3:lowdin_charge:R:1
C 1.000719 -0.683723 -0.097018 -0.1427 -0.0071 -0.1344 0.09
C 0.004290 0.179930 0.115500 0.2525 -0.4387 -0.1333 -0.37
O 0.268002 1.379750 0.703081 0.0854 0.0949 -0.0410 0.03
C -1.403109 0.018117 -0.354345 -0.1016 -0.4201 -0.0694 -0.20
O -1.889108 -1.044797 -0.659201 0.1847 0.4702 0.1828 0.07
H 2.013767 -0.286149 -0.080834 -0.0225 -0.3048 0.4547 0.07
H 0.857881 -1.731980 -0.302655 -0.1893 0.1010 -0.4731 0.07
H 1.104158 1.194155 1.155151 -0.1601 0.6852 0.0487 0.11
H -1.956597 0.974699 -0.479681 0.0935 -0.1806 0.1650 0.13
```
Forces are in eV/Å.

Computed properties:
E_tot (eV): -7269.2905
SMILES: C=C(O)C=O
Energy relative to the best compared isomer or geometry (same formula, charge and spin) (kcal/mol): 32.2
Maximum force (hartree/bohr): 0.0137
Frontier orbital gap (eV): 9.620

Computed, not measured: C3H4O2 as an isolated structure at a distorted geometry, with ωB97M-V/def2-TZVPD.

The geometry in XYZ format:
```
9
Properties=species:S:1:pos:R:3:forces:R:3:mulliken_spin:R:1
C -0.447330 0.773000 -0.158030 -5.3522 7.7844 -1.2051 0.52
C 0.307172 -0.274308 0.100064 7.0578 -4.3661 -4.0663 0.81
C -1.601553 1.105919 0.704217 4.2044 -2.2909 -1.0092 0.10
O -2.481694 1.845203 0.335672 -1.8037 1.4955 -0.3107 0.43
O 1.569646 -0.187054 -1.201882 -0.4982 -2.0631 5.2081 0.11
H -0.233074 1.518309 -1.008822 -0.4919 -1.7267 1.1468 0.01
H 0.377007 -0.943959 0.902133 0.5776 -0.8086 0.6915 0.01
H -1.584441 0.412451 1.555417 -0.9228 0.2494 0.5809 0.01
H 2.398514 -0.746263 -0.849804 -2.7711 1.7261 -1.0360 0.00
```
Forces are in eV/Å.

Computed properties:
E_tot (eV): -7263.4239
Energy relative to the best compared isomer or geometry (same formula, charge and spin) (kcal/mol): 65.1
Multiplicity: 3
Maximum force (hartree/bohr): 0.1852
Expectation value of S²: 2.02
Frontier orbital gap (spin up / spin down) (eV): 7.077 / 6.109

Computed, not measured: C3H4O2Rh as an isolated structure at a distorted geometry, with ωB97M-V/def2-TZVPD.

The geometry in XYZ format:
```
10
Properties=species:S:1:pos:R:3:forces:R:3:mulliken_spin:R:1
C 2.252769 1.502465 0.124671 0.5637 2.0605 0.1723 0.00
O 1.827232 0.194837 -0.022776 2.5946 1.4430 -0.4464 0.50
C -3.577109 -1.606268 -0.273675 -0.6195 -0.0936 0.0876 0.39
C -2.368331 -1.709071 -0.126340 2.4337 0.6425 0.2637 0.14
O -1.122380 -1.631319 0.014839 -7.3206 -2.8834 -0.7195 0.34
Rh 0.490123 -0.909236 0.115338 2.5779 0.3371 0.8213 2.59
H 3.266984 1.651057 -0.294771 -0.4809 -0.4250 0.1049 0.02
H 1.583474 2.210035 -0.402548 0.1595 -0.4637 0.1154 0.02
H 2.294035 1.833476 1.180523 -0.1025 -0.4867 -0.3273 0.02
H -4.646797 -1.535976 -0.315262 0.1941 -0.1308 -0.0721 -0.02
```
Forces are in eV/Å.

Computed properties:
E_tot (eV): -10264.1412
Energy relative to the best compared isomer or geometry (same formula, charge and spin) (kcal/mol): 4.2
Multiplicity: 5
Maximum force (hartree/bohr): 0.1536
Expectation value of S²: 6.03
Charge: +1
Frontier orbital gap (spin up / spin down) (eV): 11.165 / 6.070

Computed, not measured: an isolated ion of composition C3H4O2S and charge -2 at a distorted geometry, with ωB97M-V/def2-TZVPD.

The geometry in XYZ format:
```
10
Properties=species:S:1:pos:R:3:forces:R:3:lowdin_charge:R:1
O -1.542598 -1.808003 -0.390017 1.7748 2.3472 1.3053 -0.19
C -1.399950 -0.791977 0.436744 -3.1900 -2.5082 -1.0491 -0.71
O -2.349405 -0.516460 1.225913 0.4126 0.3614 0.3269 -0.16
C -0.216268 0.153851 0.547515 -0.2246 -0.2306 1.6372 -0.30
C 0.675514 0.162462 -0.598215 1.0958 3.8497 -3.6247 -0.74
S 2.245555 1.285249 -0.551338 -0.4082 -0.7832 0.5582 -0.17
H 0.333096 -0.193762 1.468329 -0.2695 0.3511 -0.6770 0.11
H -0.630518 1.143456 0.801053 0.2502 -0.3525 -0.1292 0.10
H 0.903018 -0.818815 -0.898485 0.4682 -1.1859 -0.4396 0.01
H 0.245771 0.754826 -1.552922 0.0906 -1.8490 2.0923 0.05
```
Forces are in eV/Å.

Computed properties:
E_tot (eV): -18104.7701
SMILES: O=C([O-])CC[S-]
Energy relative to the best compared isomer or geometry (same formula, charge and spin) (kcal/mol): 17.4
Maximum force (hartree/bohr): 0.1050
Charge: -2
Frontier orbital gap (eV): 5.499

Computed, not measured: a 2-piece molecular cluster, C3H4O2S overall at a distorted geometry, with ωB97M-V/def2-TZVPD.

The geometry in XYZ format:
```
10
Properties=species:S:1:pos:R:3:forces:R:3:lowdin_charge:R:1
C 0.657232 0.448968 0.143792 -3.1746 -0.2585 -0.2011 -0.18
C -0.804554 -1.566668 0.019108 2.3749 -1.6534 1.5273 -0.41
C -0.517910 -0.215120 -0.002997 -0.8992 5.7671 -0.8269 -0.15
O -1.831891 -2.143182 -0.052281 -1.6853 -0.9425 -0.4434 0.07
O 0.743334 1.797357 0.052869 0.3861 -1.4090 -0.0163 0.04
S -2.505178 1.295153 -0.145129 2.9474 -3.7460 1.6836 0.42
H 1.448197 -0.190328 0.460647 1.2659 0.0610 -0.0428 0.12
H 0.181124 -2.110471 0.314644 -0.8174 0.1265 -0.5688 0.15
H 1.670992 1.987338 -0.103549 0.2964 0.4532 0.1476 0.11
H -2.547125 0.313116 0.905662 -0.6943 1.6015 -1.2593 -0.18
```
Forces are in eV/Å.

Computed properties:
E_tot (eV): -18101.9699
Energy relative to the best compared isomer or geometry (same formula, charge and spin) (kcal/mol): 94.4
Maximum force (hartree/bohr): 0.1146
Frontier orbital gap (eV): 8.061

Computed, not measured: one molecule with the formula C3H4O2S at a distorted geometry, with ωB97M-V/def2-TZVPD.

The geometry in XYZ format:
```
10
Properties=species:S:1:pos:R:3:forces:R:3:lowdin_charge:R:1
O 1.151780 0.880547 1.821516 0.2820 0.0520 0.0597 0.06
C 0.989482 1.173579 0.687425 -2.8442 -1.8759 -1.2438 -0.15
C -0.257085 0.250117 -0.223759 1.4512 1.2985 4.6159 -0.76
S -1.864334 0.492858 0.584106 0.0180 0.6777 -0.2649 0.79
C 0.210177 -0.992707 -0.800088 -1.3257 -3.6075 -0.1845 -0.14
O -0.180456 0.125665 -1.541754 0.8591 1.3266 -3.0392 -0.04
H 1.480342 1.995202 0.173515 0.3262 0.2670 -0.4236 0.11
H -2.209726 -0.707267 1.051019 0.4239 -0.3719 -0.1463 -0.14
H 1.253243 -1.387412 -0.742021 -0.7285 0.9352 -0.2858 0.13
H -0.573423 -1.830582 -1.009959 1.5381 1.2981 0.9124 0.14
```
Forces are in eV/Å.

Computed properties:
E_tot (eV): -18102.9042
SMILES: O=C[C@]1(S)CO1
Energy relative to the best compared isomer or geometry (same formula, charge and spin) (kcal/mol): 72.9
Maximum force (hartree/bohr): 0.0974
Frontier orbital gap (eV): 10.045

Computed, not measured: one molecule with the formula C3H4O2S at a distorted geometry, with ωB97M-V/def2-TZVPD.

The geometry in XYZ format:
```
10
Properties=species:S:1:pos:R:3:forces:R:3:lowdin_charge:R:1
C 0.679726 0.013427 0.381067 -0.0428 -1.0818 1.9439 -0.34
C -0.545348 -0.201773 -0.331493 -1.3059 -0.8606 -1.3714 -0.45
C -0.870176 0.757222 -1.229340 3.1664 1.5107 3.0951 0.10
O -1.314104 -1.367188 -0.273179 0.6306 1.3807 -0.3826 0.04
O 2.629131 -0.014201 1.971851 0.7078 0.1253 0.6790 -0.57
S 1.379359 -0.716087 1.695087 -1.0414 0.5141 -1.9771 0.94
H 1.112311 0.928482 0.060446 0.9547 0.4480 0.0516 0.06
H -0.202427 1.700006 -1.012852 -1.7589 -1.7343 -1.4182 0.11
H -1.742011 0.758064 -1.778204 -1.5643 0.0978 -1.2251 0.04
H -1.126461 -1.857950 0.516617 0.2538 -0.3999 0.6049 0.08
```
Forces are in eV/Å.

Computed properties:
E_tot (eV): -18103.3780
Energy relative to the best compared isomer or geometry (same formula, charge and spin) (kcal/mol): 62.0
Maximum force (hartree/bohr): 0.0910
Frontier orbital gap (eV): 7.864

Computed, not measured: one molecule with the formula C3H4O2S at a distorted geometry, with ωB97M-V/def2-TZVPD.

The geometry in XYZ format:
```
10
Properties=species:S:1:pos:R:3:forces:R:3:lowdin_charge:R:1
S -0.206292 1.565935 2.248901 0.0451 -0.4859 -0.6545 0.71
C -0.144806 0.702179 0.861831 -0.0976 0.5981 1.4582 -0.84
C 0.124314 -0.778619 0.714156 -0.0651 0.5795 -0.6774 -0.15
O -0.271023 -1.030745 -0.624340 -0.1927 -0.3444 -0.0632 -0.06
C -0.063036 0.154827 -1.297765 -2.0635 0.3687 -0.2259 -0.17
O -0.315662 1.222349 -0.342525 0.1713 -0.5160 -0.3591 -0.02
H -0.434993 -1.400904 1.379623 -0.3641 -0.2061 0.4080 0.13
H 1.179450 -0.965358 0.834189 0.6045 -0.0734 0.2036 0.13
H -0.784412 0.265320 -2.122388 0.2435 -0.1135 0.3575 0.15
H 0.916459 0.265015 -1.651681 1.7187 0.1929 -0.4473 0.12
```
Forces are in eV/Å.

Computed properties:
E_tot (eV): -18105.0130
SMILES: S=C1COCO1
Energy relative to the best compared isomer or geometry (same formula, charge and spin) (kcal/mol): 24.3
Maximum force (hartree/bohr): 0.0410
Frontier orbital gap (eV): 9.298

Please write out number 5 again, unchanged.
Computed, not measured: one molecule with the formula C3H4O2, with ωB97M-V/def2-TZVPD.

The geometry in XYZ format:
```
9
Properties=species:S:1:pos:R:3:forces:R:3:lowdin_charge:R:1
C 1.000719 -0.683723 -0.097018 -0.1427 -0.0071 -0.1344 0.09
C 0.004290 0.179930 0.115500 0.2525 -0.4387 -0.1333 -0.37
O 0.268002 1.379750 0.703081 0.0854 0.0949 -0.0410 0.03
C -1.403109 0.018117 -0.354345 -0.1016 -0.4201 -0.0694 -0.20
O -1.889108 -1.044797 -0.659201 0.1847 0.4702 0.1828 0.07
H 2.013767 -0.286149 -0.080834 -0.0225 -0.3048 0.4547 0.07
H 0.857881 -1.731980 -0.302655 -0.1893 0.1010 -0.4731 0.07
H 1.104158 1.194155 1.155151 -0.1601 0.6852 0.0487 0.11
H -1.956597 0.974699 -0.479681 0.0935 -0.1806 0.1650 0.13
```
Forces are in eV/Å.

Computed properties:
E_tot (eV): -7269.2905
SMILES: C=C(O)C=O
Energy relative to the best compared isomer or geometry (same formula, charge and spin) (kcal/mol): 32.2
Maximum force (hartree/bohr): 0.0137
Frontier orbital gap (eV): 9.620

> Which formula does entry 8 have?

C3H4O2S